(1)
13
Properties=species:S:1:pos:R:3:nbo_charge:R:1 method="wB97M-V/def2-TZVPD" gap_ev=9.3 lumo_energy_ha=0.027 smiles="C=CC=C.O" spin_multiplicity=1
C -2.350 -0.839 0.272 -0.38
C -1.083 -0.700 0.688 -0.21
C -0.072 0.292 0.309 -0.24
C -0.223 1.166 -0.700 -0.34
H -2.629 -0.122 -0.494 0.18
H -3.108 -1.445 0.730 0.21
H -0.658 -1.475 1.325 0.19
H 0.930 0.131 0.676 0.21
H 0.566 1.623 -1.267 0.21
H -1.239 1.256 -1.073 0.17
H 2.964 -0.658 -0.142 0.47
H 3.855 0.490 0.076 0.47
O 3.047 0.281 -0.400 -0.93

***

(2)
13
Properties=species:S:1:pos:R:3:nbo_charge:R:1 method="wB97M-V/def2-TZVPD" gap_ev=8.5 lumo_energy_ha=0.034 spin_multiplicity=1
C 1.818 0.218 0.601 -0.26
O 0.912 -0.778 0.111 -0.47
C -0.272 -0.371 -0.295 0.38
C -1.566 -0.876 -0.441 -0.57
C -1.362 0.463 0.248 -0.47
H 1.333 0.843 1.358 0.19
H 2.185 0.834 -0.224 0.19
H 2.644 -0.333 1.055 0.20
H 0.050 0.233 -1.819 -0.14
H -0.774 -0.341 -1.622 0.30
H -1.960 -1.808 -0.064 0.23
H -1.662 1.389 -0.247 0.20
H -1.347 0.527 1.338 0.21

***

(3)
13
Properties=species:S:1:pos:R:3:nbo_charge:R:1 method="wB97M-V/def2-TZVPD" gap_ev="10.2 / 6.7" lumo_energy_ha="-0.196 / -0.324" spin_multiplicity=2 total_charge=+1
C 0.012 2.095 0.502 -0.69
C 0.095 -1.662 -0.223 -0.17
O -0.579 -2.345 -1.257 -0.69
C -0.381 -0.269 -0.015 0.08
C 0.425 0.640 0.638 0.11
H -0.686 2.141 -0.341 0.25
H -0.513 2.440 1.392 0.31
H 0.904 2.746 0.392 0.28
H -0.195 -2.289 0.629 0.29
H 1.173 -1.584 -0.494 0.22
H -0.164 -2.280 -2.134 0.50
H -1.436 -0.151 -0.278 0.26
H 1.346 0.517 1.188 0.25

***

(4)
14
Properties=species:S:1:pos:R:3:nbo_charge:R:1 method="wB97M-V/def2-TZVPD" gap_ev=11.0 lumo_energy_ha=0.027 smiles=C[C@@H](O)[C@@H]1CO1 spin_multiplicity=1
C -1.131 -0.807 -1.084 -0.64
C 0.235 -0.530 -0.317 0.06
C 0.160 0.856 0.205 0.04
C 0.320 0.987 1.750 -0.12
H -2.078 -0.553 -0.513 0.23
H -0.988 -0.222 -1.990 0.22
H -1.257 -1.817 -1.460 0.21
H 0.455 -1.261 0.487 0.17
H 2.131 -0.912 -0.845 0.47
H 0.547 1.658 -0.495 0.21
H 0.833 1.852 2.084 0.18
H 0.471 0.111 2.439 0.18
O 1.264 -0.529 -1.339 -0.72
O -0.964 1.167 1.079 -0.50

***

(5)
14
Properties=species:S:1:pos:R:3:nbo_charge:R:1 method="wB97M-V/def2-TZVPD" gap_ev=11.0 lumo_energy_ha=0.040 smiles=CCO[C@@H]1CO1 spin_multiplicity=1
C -2.029 -0.722 -0.581 -0.62
C -0.585 -0.274 -0.524 -0.08
O -0.312 0.037 0.833 -0.52
C 1.957 0.904 0.233 -0.16
C 0.984 0.332 1.157 0.35
O 2.027 -0.466 0.659 -0.50
H -2.698 0.107 -0.329 0.21
H -2.188 -1.528 0.139 0.22
H -2.272 -1.088 -1.582 0.21
H 0.100 -1.058 -0.870 0.18
H -0.432 0.615 -1.152 0.16
H 2.739 1.565 0.604 0.19
H 1.683 1.033 -0.811 0.18
H 1.026 0.543 2.224 0.17

***

(6)
14
Properties=species:S:1:pos:R:3:nbo_charge:R:1 method="wB97M-V/def2-TZVPD" gap_ev=8.6 lumo_energy_ha=0.021 spin_multiplicity=1
O -2.262 0.389 -0.349 -0.70
C -1.253 -0.540 -0.209 -0.05
C -0.249 0.207 1.129 -0.04
C 0.585 -0.227 -0.689 -0.35
C 1.566 0.632 0.104 -0.09
O 0.615 1.270 0.930 -0.54
H -2.270 0.845 0.510 0.49
H -1.421 -1.380 0.477 0.19
H -1.222 -1.010 -1.207 0.19
H 0.311 -0.655 1.555 0.11
H 0.896 -1.240 -0.951 0.21
H 0.242 0.326 -1.564 0.22
H 2.125 1.362 -0.493 0.19
H 2.266 0.028 0.700 0.17

***

(7)
14
Properties=species:S:1:pos:R:3:nbo_charge:R:1 method="wB97M-V/def2-TZVPD" gap_ev=10.8 lumo_energy_ha=0.039 smiles="CC=O.CC=O" spin_multiplicity=1
O 2.237 -10.667 10.664 -0.53
C 1.077 -10.438 10.780 0.44
C 0.354 -9.845 9.625 -0.72
H 0.553 -10.625 11.748 0.12
H -0.174 -10.626 9.052 0.24
H 1.027 -9.301 8.942 0.24
H -0.392 -9.137 10.023 0.22
O 2.692 -11.948 14.512 -0.54
C 3.711 -12.495 14.037 0.43
C 3.884 -12.380 12.532 -0.74
H 4.570 -12.955 14.583 0.12
H 4.765 -11.803 12.204 0.23
H 2.975 -11.855 12.194 0.26
H 3.915 -13.373 12.053 0.22

***

(8)
14
Properties=species:S:1:pos:R:3:nbo_charge:R:1 method="wB97M-V/def2-TZVPD" gap_ev=9.9 lumo_energy_ha=0.028 smiles=C[C@@]1(O)C[C@H]1O spin_multiplicity=1
C -1.103 0.249 -0.898 -0.64
C -0.148 0.440 0.249 0.21
O -0.058 1.739 0.773 -0.70
C 0.018 -0.624 1.286 -0.45
C 1.092 -0.431 0.255 0.05
O 1.212 -1.465 -0.683 -0.70
H -2.148 0.373 -0.600 0.22
H -0.965 -0.752 -1.312 0.24
H -0.883 0.968 -1.699 0.20
H -0.204 2.368 0.054 0.47
H 0.240 -0.281 2.293 0.23
H -0.598 -1.515 1.215 0.23
H 2.028 0.018 0.586 0.18
H 1.516 -1.085 -1.518 0.47

***

(9)
14
Properties=species:S:1:pos:R:3:nbo_charge:R:1 method="wB97M-V/def2-TZVPD" gap_ev=10.3 lumo_energy_ha=0.029 smiles="C=CO.CC=O" spin_multiplicity=1
C 1.478 -0.919 -1.240 -0.74
C 0.193 -0.156 -1.446 0.42
O -0.894 -0.644 -1.255 -0.51
C -1.838 0.279 1.252 -0.43
C -0.647 0.628 1.713 0.10
O 0.075 1.652 1.129 -0.71
H 1.634 -1.549 -2.123 0.25
H 1.388 -1.581 -0.374 0.24
H 2.349 -0.264 -1.138 0.22
H 0.811 1.265 0.638 0.47
H 0.282 0.886 -1.819 0.11
H -2.406 -0.523 1.708 0.21
H -2.243 0.767 0.372 0.22
H -0.183 0.159 2.584 0.16

***

(10)
14
Properties=species:S:1:pos:R:3:nbo_charge:R:1 method="wB97M-V/def2-TZVPD" gap_ev=11.0 lumo_energy_ha=0.036 smiles="O=CCCCO" spin_multiplicity=1
O 1.327 1.127 -0.557 -0.72
C 1.455 -0.244 -0.240 -0.06
C 0.116 -0.973 -0.157 -0.43
C -0.861 -0.236 0.751 -0.52
C -1.383 1.048 0.152 0.47
O -1.502 1.238 -1.038 -0.56
H 0.727 1.191 -1.313 0.48
H 1.948 -0.271 0.738 0.17
H 2.113 -0.757 -0.957 0.16
H 0.282 -1.989 0.221 0.22
H -0.330 -1.064 -1.155 0.22
H -1.756 -0.846 0.935 0.24
H -0.423 -0.039 1.737 0.22
H -1.713 1.812 0.882 0.11

***

(11)
14
Properties=species:S:1:pos:R:3:nbo_charge:R:1 method="wB97M-V/def2-TZVPD" gap_ev=9.1 lumo_energy_ha=0.027 smiles=C[C@@]1(O)C[C@H]1O spin_multiplicity=1
C 1.348 0.402 0.121 -0.55
C 0.268 -0.573 -0.014 0.19
O 0.431 -1.576 -0.968 -0.70
C -0.952 -0.558 0.828 -0.46
C -1.186 0.354 -0.312 0.11
O -1.042 1.688 -0.219 -0.68
H 1.461 0.834 1.116 0.23
H 1.043 1.465 -0.500 0.09
H 2.286 0.093 -0.341 0.25
H 0.303 -2.441 -0.559 0.47
H -1.523 -1.481 0.826 0.23
H -0.865 -0.083 1.799 0.23
H -1.575 -0.055 -1.244 0.18
H 0.003 1.930 -0.534 0.41

***

(12)
14
Properties=species:S:1:pos:R:3:nbo_charge:R:1 method="wB97M-V/def2-TZVPD" gap_ev=10.3 lumo_energy_ha=0.019 spin_multiplicity=1
O -2.284 -0.252 -0.581 -0.77
C -1.078 0.314 -0.603 0.17
C -0.073 -0.036 0.470 -0.34
C 0.608 -1.398 0.167 -0.04
O 1.901 -0.767 -0.002 -0.53
C 1.349 0.537 0.324 -0.06
H -2.103 1.090 -0.385 0.44
H -1.319 1.766 -0.275 -0.01
H -0.593 0.520 -1.586 0.17
H -0.534 0.034 1.459 0.23
H 0.590 -2.105 1.010 0.19
H 0.269 -1.911 -0.746 0.19
H 1.782 0.952 1.246 0.19
H 1.483 1.257 -0.500 0.18

***

It is found that the E values, taken in the order of the records, are -232.37590; -232.18899; -232.05827; -307.60389; -307.63042; -307.44911; -307.64065; -307.64496; -307.62848; -307.67095; -307.58051; -307.48902 a.u..